# 1
Entry from the OMol25 dataset: a molecular structure, C34H43BGeO5Pd (the ωB97M-V functional and the def2-TZVPD basis).

Atoms and positions in Å:
Pd (0.1754, -1.9791, -0.3354)
O (-0.6604, -1.0800, 1.9412)
C (-0.8437, -0.7410, 0.7933)
C (-6.5858, 1.5524, 1.8778)
C (-5.7041, 1.9694, 2.8757)
C (-4.3529, 1.7679, 2.7311)
C (-3.8219, 1.1327, 1.5743)
C (-4.7407, 0.6955, 0.5827)
C (-6.0928, 0.9190, 0.7385)
C (-2.4329, 0.9928, 1.4626)
C (-1.7316, 0.3141, 0.3613)
C (-1.7970, 0.7622, -0.9947)
C (-2.3099, 2.0522, -1.2601)
C (-2.3485, 2.5520, -2.5464)
C (-1.9018, 1.7783, -3.6109)
C (-1.4176, 0.4895, -3.3806)
C (-1.3668, -0.0085, -2.0989)
H (-7.6473, 1.7287, 1.9842)
H (-6.0835, 2.4618, 3.7607)
H (-3.6674, 2.1043, 3.4989)
H (-4.3748, 0.2146, -0.3175)
H (-6.7805, 0.6207, -0.0406)
H (-1.8139, 1.3205, 2.2902)
H (-2.6490, 2.6603, -0.4328)
H (-2.7246, 3.5504, -2.7228)
H (-1.9344, 2.1703, -4.6184)
H (-1.0888, -0.1208, -4.2114)
H (-1.0229, -1.0357, -1.9631)
O (0.5539, -4.9573, 0.3086)
C (1.4901, -4.6369, -0.6068)
O (1.4558, -3.6061, -1.2311)
H (2.2808, -5.3839, -0.6821)
C (5.0042, -3.5027, -2.3490)
C (4.5149, -2.2017, -1.7278)
C (3.4715, -1.5028, -2.5887)
C (2.8917, -0.2443, -1.9551)
Ge (2.0750, -0.2875, -0.1820)
C (3.0226, -0.8891, 1.4167)
C (2.8331, -2.3489, 1.8387)
C (3.7002, -2.7189, 3.0436)
C (5.1812, -2.8319, 2.7034)
H (5.7205, -4.0103, -1.7037)
H (5.4942, -3.3206, -3.3061)
H (4.1702, -4.1836, -2.5384)
H (5.3618, -1.5284, -1.5655)
H (4.0967, -2.4035, -0.7339)
H (2.6691, -2.2025, -2.8317)
H (3.9242, -1.2170, -3.5421)
H (2.1922, 0.2672, -2.6181)
H (3.6986, 0.4816, -1.7647)
H (1.2373, 0.9849, 0.0252)
H (2.7248, -0.2232, 2.2288)
H (4.0776, -0.6864, 1.2069)
H (3.0941, -3.0137, 1.0069)
H (1.7779, -2.5202, 2.0719)
H (3.3449, -3.6670, 3.4535)
H (3.5529, -1.9742, 3.8305)
H (5.3477, -3.5767, 1.9212)
H (5.7603, -3.1345, 3.5744)
H (5.5963, -1.8845, 2.3558)
C (-7.0150, -2.2148, -1.0899)
C (-6.3506, -3.5693, -1.3912)
C (-7.2387, -4.7110, -0.8412)
C (-6.2073, -3.7295, -2.9039)
C (-5.0315, -3.6556, -0.6735)
C (-5.0150, -3.4652, 0.7690)
C (-3.8917, -3.5984, 1.5403)
C (-2.7357, -3.9372, 0.8461)
O (-1.5142, -4.1677, 1.3239)
B (-0.7111, -4.4394, 0.1990)
O (-1.4687, -4.3903, -0.9737)
C (-2.7259, -4.0868, -0.5801)
C (-3.8408, -3.9531, -1.3504)
H (-7.9758, -2.1823, -1.6034)
H (-6.4057, -1.3885, -1.4597)
H (-7.2090, -2.0646, -0.0286)
H (-8.1977, -4.6760, -1.3585)
H (-7.4363, -4.6109, 0.2262)
H (-6.7892, -5.6873, -1.0249)
H (-7.1879, -3.6265, -3.3660)
H (-5.8248, -4.7142, -3.1773)
H (-5.5618, -2.9620, -3.3359)
H (-5.9516, -3.2196, 1.2488)
H (-3.8901, -3.4679, 2.6131)
H (-3.8052, -4.0954, -2.4195)

Cartesian forces, eV/Å:
Pd 0.3940 0.0291 -0.3186
O 0.1086 -0.2656 -0.0140
C -0.3655 0.3293 -0.1114
C 0.0042 -0.0072 -0.0137
C 0.0050 0.0026 0.0155
C 0.0154 0.0009 0.0034
C -0.0267 0.0172 0.0199
C -0.0023 -0.0039 -0.0212
C 0.0041 -0.0008 -0.0040
C 0.1045 -0.0019 -0.0027
C 0.0406 0.0243 0.0107
C -0.0302 -0.0409 0.0200
C -0.0002 0.0166 0.0131
C 0.0039 -0.0048 -0.0137
C -0.0028 0.0127 0.0222
C 0.0062 -0.0143 -0.0046
C 0.0420 -0.0153 -0.0504
H -0.0016 -0.0008 -0.0051
H -0.0020 0.0022 -0.0009
H 0.0016 -0.0005 0.0012
H 0.0084 0.0099 0.0236
H -0.0263 -0.0299 -0.0253
H -0.0054 0.0124 0.0074
H 0.0027 0.0002 -0.0020
H -0.0035 -0.0009 0.0016
H 0.0004 -0.0012 -0.0011
H -0.0050 0.0024 0.0003
H -0.0204 0.0159 0.0462
O -0.0714 0.1212 -0.2110
C 0.0198 0.0065 0.0836
O -0.0246 -0.0971 0.1077
H -0.0158 -0.0151 -0.0389
C 0.0081 0.0004 -0.0056
C -0.0125 0.0025 0.0357
C -0.0475 -0.0017 -0.0129
C 0.0961 0.1279 0.0685
Ge -0.3251 -0.0858 0.1182
C 0.0898 0.0404 -0.0890
C -0.0008 0.0198 -0.0122
C -0.0227 -0.0136 0.0169
C 0.0064 0.0101 -0.0139
H 0.0061 -0.0027 -0.0009
H -0.0049 0.0043 0.0007
H -0.0005 -0.0051 0.0059
H -0.0036 0.0040 0.0127
H 0.0030 -0.0139 -0.0497
H 0.0098 0.0103 -0.0038
H 0.0142 -0.0269 0.0014
H -0.0588 -0.0414 0.0241
H -0.0131 -0.0051 -0.0409
H 0.1196 0.0779 0.0336
H -0.0456 -0.0046 -0.0119
H -0.0013 -0.0101 0.0061
H -0.0083 -0.0046 0.0130
H -0.0184 0.0104 0.0332
H 0.0199 -0.0144 -0.0178
H -0.0163 -0.0068 0.0053
H -0.0013 -0.0030 0.0036
H -0.0023 0.0022 0.0026
H 0.0016 -0.0019 0.0043
C -0.0268 0.0515 0.0096
C 0.0376 -0.0543 -0.0112
C -0.0192 -0.0082 0.0143
C 0.0008 -0.0142 0.0053
C -0.0591 0.0136 -0.0146
C 0.0054 -0.0106 -0.0058
C 0.0074 -0.0121 0.0098
C 0.0362 0.0200 0.0421
O -0.0412 -0.0128 -0.0458
B 0.0314 -0.3096 0.3749
O 0.0481 0.0977 -0.0301
C -0.0315 0.0195 -0.0514
C 0.0334 -0.0041 0.0065
H 0.0006 -0.0076 -0.0052
H 0.0036 -0.0011 0.0176
H 0.0141 0.0356 0.0092
H 0.0026 0.0085 -0.0043
H 0.0041 -0.0021 -0.0008
H 0.0015 0.0001 0.0015
H -0.0040 -0.0069 0.0058
H 0.0089 0.0047 -0.0028
H -0.0083 0.0051 -0.0031
H 0.0111 0.0073 0.0166
H -0.0133 0.0047 -0.0046
H 0.0074 0.0035 0.0022

Values from the calculation:
Energy relative to the best compared isomer or geometry (same formula, charge and spin) = 5.8 kcal per mole
2S+1 = 5
E_HOMO (alpha / beta) = -11.860 / -14.070 eV
Frontier orbital gap (alpha / beta) = 0.20869 / 0.17060 hartree
Total charge = +2
DFT total energy = -3926.66676 hartree
Expectation value of S² = 6.10

=====

# 2
Entry from the OMol25 dataset: a molecular structure, C34H43Br12N3O15 in a non-equilibrium geometry (the ωB97M-V functional and the def2-TZVPD basis).

Atoms and positions in Å:
C (10.8306, 12.2341, -13.0411)
C (11.0109, 10.8647, -12.9008)
C (11.6867, 10.1732, -13.9287)
C (11.9296, 10.7502, -15.1422)
C (11.6751, 12.1221, -15.2722)
C (11.1931, 12.9080, -14.2279)
N (12.5809, 10.0541, -16.2032)
O (12.7039, 10.5471, -17.3245)
O (13.0441, 8.9705, -15.9477)
H (10.3212, 12.8430, -12.3088)
H (10.7866, 10.2779, -12.0223)
H (11.8015, 9.1027, -13.8445)
H (11.8897, 12.6850, -16.1686)
H (11.0014, 13.9658, -14.3321)
C (4.0602, 11.7708, -7.5218)
C (4.5028, 12.8971, -6.8163)
C (5.7507, 12.8521, -6.1298)
C (6.6271, 11.7479, -6.3001)
C (6.2405, 10.6812, -7.1734)
C (4.9533, 10.7005, -7.6794)
N (7.9410, 11.7287, -5.5739)
O (8.2095, 12.5714, -4.7063)
O (8.6273, 10.6908, -5.7843)
H (3.1308, 11.7831, -8.0718)
H (3.7977, 13.7103, -6.7273)
H (5.9047, 13.6940, -5.4711)
H (6.9049, 9.8701, -7.4326)
H (4.6551, 9.8032, -8.2011)
C (14.3197, 3.8962, -21.5705)
C (13.0121, 4.0832, -21.2133)
C (12.3263, 5.2718, -21.4553)
C (12.9217, 6.2082, -22.2470)
C (14.2239, 6.0717, -22.5946)
C (14.9401, 4.9414, -22.2712)
N (12.1263, 7.3785, -22.7320)
O (10.8973, 7.2803, -22.7541)
O (12.7501, 8.4053, -23.1072)
H (14.9139, 3.0025, -21.4501)
H (12.4523, 3.3945, -20.5979)
H (11.3032, 5.3368, -21.1154)
H (14.7576, 6.9280, -22.9797)
H (16.0112, 4.9357, -22.4092)
C (17.4166, 13.9059, -15.0622)
C (18.4210, 14.9895, -15.3781)
O (17.8488, 16.0215, -16.1844)
C (16.8717, 16.8343, -15.6250)
O (16.5642, 16.8481, -14.4524)
O (16.3862, 17.5952, -16.6923)
C (15.5281, 18.7501, -16.4564)
H (17.9431, 13.2302, -14.3883)
H (17.1970, 13.2832, -15.9294)
H (16.5219, 14.3029, -14.5826)
H (19.3048, 14.4923, -15.7778)
H (18.8244, 15.2986, -14.4139)
H (14.5560, 18.5247, -16.0178)
H (15.4159, 19.2515, -17.4177)
H (15.9728, 19.5405, -15.8518)
C (20.1150, -2.9210, -19.4041)
C (20.6549, -2.1248, -18.2821)
O (19.9072, -1.0212, -18.1548)
C (20.3232, 0.0103, -17.5611)
O (21.3828, 0.1367, -16.9227)
O (19.3162, 0.8895, -17.5691)
C (19.4373, 2.1487, -16.9097)
H (20.8524, -3.6743, -19.6815)
H (20.0545, -2.4026, -20.3610)
H (19.1578, -3.4063, -19.2138)
H (21.7170, -1.9452, -18.4486)
H (20.4886, -2.8489, -17.4845)
H (18.6852, 2.8764, -17.2144)
H (20.4221, 2.5783, -17.0928)
H (19.4188, 1.9989, -15.8302)
C (6.8465, 20.1613, -15.0878)
C (7.5492, 19.6370, -13.8898)
O (8.8263, 20.1673, -13.7668)
C (9.5761, 19.8040, -12.6999)
O (9.1544, 19.2429, -11.7036)
O (10.7368, 20.4191, -12.8026)
C (11.6879, 20.3612, -11.8086)
H (6.5013, 21.1949, -15.0634)
H (5.9335, 19.5761, -15.1975)
H (7.6006, 20.0116, -15.8606)
H (7.6597, 18.5528, -13.9083)
H (6.9945, 19.9719, -13.0134)
H (12.6311, 20.7289, -12.2127)
H (11.8473, 19.3281, -11.4996)
H (11.5446, 21.0209, -10.9529)
C (15.2293, 14.3100, -8.5111)
Br (14.8502, 12.6013, -7.7037)
Br (17.2150, 14.7492, -8.4827)
Br (14.3343, 15.7156, -7.4866)
H (14.8472, 14.1893, -9.5248)
C (6.0467, 4.6734, -13.9861)
Br (4.4845, 5.6403, -14.8151)
Br (6.3994, 5.2610, -12.0539)
Br (7.7130, 4.8588, -15.0871)
H (5.8710, 3.6006, -14.0656)
C (13.1810, 1.7317, -11.6229)
Br (12.8347, 3.5111, -10.7754)
Br (13.6897, 2.0854, -13.5747)
Br (11.6698, 0.4312, -11.4012)
H (14.0667, 1.2842, -11.1718)
C (7.7979, 13.7211, -21.1090)
Br (9.3113, 14.9757, -20.6942)
Br (6.1315, 14.7656, -20.8910)
Br (7.9065, 12.2025, -19.8335)
H (7.9885, 13.2060, -22.0505)

Cartesian forces, eV/Å:
C -0.3722 0.5781 -0.4095
C 1.3330 0.0265 -0.9232
C -1.4042 -1.0688 0.5894
C -0.3596 2.7217 0.7281
C 0.2305 1.2491 -0.3435
C -0.2921 -2.1173 0.4873
N 0.9531 -0.4738 -2.0802
O -0.6637 0.4949 1.0342
O 0.1118 -0.9558 0.6646
H 0.0756 -0.2301 0.4462
H -0.2810 0.3665 0.1700
H 0.3518 -0.0382 0.1611
H 0.1813 -0.5219 -0.3972
H 0.1375 -0.0340 -0.1269
C 1.5352 0.4081 -0.0815
C 0.4151 -1.5771 0.2745
C -0.7330 -0.5385 -0.6342
C -1.0416 0.9420 -0.6878
C 0.3131 1.3888 1.3043
C -0.1989 -0.2077 -0.0863
N 0.7363 -2.0316 1.0583
O -0.6739 -1.1294 -2.0008
O -1.1718 2.5571 0.2639
H -0.1909 -0.1066 0.2525
H 0.3559 0.3328 0.2344
H 0.7593 -0.1789 0.0875
H 0.0793 0.0370 0.3378
H -0.1820 0.1023 -0.3287
C 0.8386 0.6308 -1.3720
C -0.9044 0.0849 1.2889
C -0.6213 -1.0556 -0.3744
C -1.3706 0.7344 -0.0102
C 1.8248 0.9217 -0.3413
C -0.1342 -0.2213 0.8865
N 0.0773 1.9896 -0.5254
O 1.7465 -0.0835 0.1756
O -1.1972 -2.4430 0.8283
H -0.3517 -0.2142 0.5187
H 0.2544 -0.4838 -0.0903
H -0.0096 0.2987 -0.1081
H -0.1582 -0.0014 -0.4972
H 0.0020 -0.1493 -0.3773
C 0.3562 -0.5254 -0.0794
C -0.4810 -0.7912 1.4496
O -0.6178 1.0409 0.1613
C 0.6607 -0.1003 -0.5960
O 0.0694 0.3765 -1.7999
O 0.2726 -0.4128 1.7717
C 0.3728 0.1856 0.0961
H -0.2388 -0.0836 0.3481
H -0.3554 0.2836 -0.1462
H 0.0555 -0.1736 -0.0865
H -0.1859 0.6627 -1.2553
H -0.3730 1.0417 0.0370
H 0.1308 -0.4384 -0.1456
H -0.1633 -0.5957 -0.1811
H 0.4781 -0.4726 0.4333
C 0.1937 -0.8819 -2.3010
C 1.4921 -3.2794 -0.4201
O -2.5518 0.1860 -1.4139
C 2.3975 2.8377 4.2227
O -1.9384 -0.0673 -1.7569
O -0.6574 0.6859 -0.6357
C 1.4265 0.0031 0.7020
H -0.0689 -0.4836 0.4394
H -0.3256 0.5793 0.1318
H 0.0531 0.1291 0.1304
H -0.0479 0.3337 0.3747
H 0.5291 0.6584 1.0101
H -0.1951 -0.6553 -0.2633
H 0.0252 0.0030 -0.2521
H -0.3366 -0.0453 0.0318
C 0.3225 -0.2029 -0.6167
C -1.2850 -0.1531 1.8465
O 2.4789 0.3651 -0.1980
C -1.9444 1.0595 1.7178
O 0.6670 -0.1666 -1.3551
O -0.3846 0.5508 -1.8817
C 1.7183 -0.5113 1.1554
H 0.5088 0.0995 0.2959
H 0.2096 -0.2441 -0.4764
H -0.6956 0.1231 -0.8129
H -0.4546 -0.0769 0.0060
H -0.1291 -0.5900 0.3736
H -0.1110 -0.1672 -0.4630
H -0.0707 0.0900 0.3182
H -0.8223 -0.1859 0.0859
C 0.8190 0.2225 0.8220
Br 0.2444 0.0521 -0.0122
Br -1.5508 -0.5344 -0.3082
Br 0.1293 -0.4195 -0.6805
H 0.3565 0.6811 0.1668
C 0.5273 0.9106 -0.1332
Br 1.4051 -0.7945 0.8254
Br -0.4750 -0.6650 -2.0079
Br -1.1371 0.1583 0.7763
H -0.3085 0.3943 0.5450
C -0.4297 0.6078 -0.8421
Br 0.1424 -1.4770 -0.4841
Br -0.5998 -0.5276 1.6727
Br 1.2238 1.2011 -0.2925
H -0.3420 0.2002 -0.0582
C 0.6489 0.2852 1.6229
Br -0.8321 -0.8553 -0.5207
Br 0.9190 -0.9754 -0.4955
Br -0.2616 0.7470 -0.4848
H -0.4635 0.7946 -0.1101

Values from the calculation:
E_HOMO = -10.064 eV
Frontier orbital gap = 0.33899 hartree
Total charge = 0
DFT total energy = -33501.93441 hartree